One molecule with the formula CH4O2P2 in a non-equilibrium geometry. Source: OMol25; level of theory: ωB97M-V/def2-TZVPD.

Atoms and positions in Å:
C -0.219146 0.566072 -0.102798
O -1.739751 1.428861 -3.530281
O -0.094966 -0.307227 -2.591439
P -0.509774 0.712350 -3.771563
P -0.955352 -0.757503 -1.197777
H 0.517619 1.225884 -0.723937
H -0.802221 1.291486 0.492346
H 0.297892 -0.051102 0.623123
H -2.039948 0.137804 -1.496439

Cartesian forces (eV/Å) of the 3 atoms listed first:
C 1.4 0.7 -0.2
O -3.9 2.5 0.3
O 0.5 -0.8 -0.3

As for the total energy: -873.57988 hartree. The calculation puts the energy above the lowest of the compared OMol25 structures with the same formula, charge and spin at 36.1 kcal per mole. Its total charge is 0. Its spin multiplicity is 3. Its HOMO-LUMO gap (spin up / spin down) is 7.714 / 6.754 eV. For the HOMO energy (spin up / spin down), the calculation gives -0.252 / -0.377 hartree.

These are the natural (NBO) partial charges, in e, on atoms 1 to 8: number 1, C, carries -0.9783; number 2, O, carries -0.8984; number 3, O, carries -1.0761; number 4, P, carries 1.3792; number 5, P, carries 0.9125; number 6, H, carries 0.2538; number 7, H, carries 0.2462; number 8, H, carries 0.2212

=====

One molecule with the formula CH5N3S in a non-equilibrium geometry. Source: OMol25; level of theory: ωB97M-V/def2-TZVPD.

Atoms and positions in Å:
N 1.313846 -1.095756 0.113612
N 1.672140 0.129930 -0.316559
C 0.772323 1.132025 -0.215999
N -0.291298 0.657122 0.512920
S -1.595888 -0.233615 -0.203551
H 0.761374 -0.974822 1.050848
H 1.927312 -1.954456 0.039963
H 1.064909 2.119476 -0.307184
H -0.528821 1.273396 1.304050
H -1.187321 -1.356984 0.295325

Cartesian forces (eV/Å) of the 3 atoms listed first:
N -1.3 -0.4 2.4
N 0.6 2.0 -2.1
C 2.6 -6.8 1.1

The SMILES is N/N=C\NS. As for the total energy: -603.44653 hartree. The calculation puts the energy above the lowest of the compared OMol25 structures with the same formula, charge and spin at 62.4 kcal per mole. Its total charge is 0. Its HOMO-LUMO gap is 9.079 eV. For the HOMO energy, the calculation gives -0.305 hartree.

These are the natural (NBO) partial charges, in e, on atoms 1 to 8: number 1, N, carries -0.6658; number 2, N, carries -0.2113; number 3, C, carries 0.0831; number 4, N, carries -0.8264; number 5, S, carries 0.1970; number 6, H, carries 0.3578; number 7, H, carries 0.3945; number 8, H, carries 0.1911

=====

One molecule with the formula C2H4N2O2S2 in a non-equilibrium geometry. Source: OMol25; level of theory: ωB97M-V/def2-TZVPD.

Atoms and positions in Å:
O -1.817700 0.262651 -1.093336
C -0.842705 -0.180495 -0.529872
N -0.308680 -1.391692 -0.819977
O 0.492263 -2.063831 0.064263
N -0.165860 0.580710 0.490829
S -1.221640 1.453336 1.545273
C 1.166501 0.891375 0.507562
S 2.370568 0.305956 -0.431034
H -0.827332 -2.007231 -1.431859
H 1.416832 -1.828836 -0.195413
H -1.675882 2.308103 0.623698
H 1.413636 1.669953 1.269867

Cartesian forces (eV/Å) of the 3 atoms listed first:
O 0.4 0.0 0.2
C -0.2 -0.3 -0.4
N -0.2 0.2 -0.1

The SMILES is O=C(NO)N(S)C=S. As for the total energy: -1134.91048 hartree. The calculation puts the energy above the lowest of the compared OMol25 structures with the same formula, charge and spin at 29.3 kcal per mole. Its total charge is 0. Its HOMO-LUMO gap is 9.127 eV. For the HOMO energy, the calculation gives -0.341 hartree.

These are the natural (NBO) partial charges, in e, on atoms 1 to 8: number 1, O, carries -0.5847; number 2, C, carries 0.7613; number 3, N, carries -0.3201; number 4, O, carries -0.5431; number 5, N, carries -0.6025; number 6, S, carries 0.2240; number 7, C, carries -0.0599; number 8, S, carries -0.1047

=====

A 4-piece molecular cluster, C33H50N4O3P overall in a non-equilibrium geometry. Source: OMol25; level of theory: ωB97M-V/def2-TZVPD.

Atoms and positions in Å:
C 5.584817 0.246099 3.081823
C 5.429926 0.391003 1.460208
P 5.377869 2.291833 1.151254
C 6.786866 2.574626 -0.096586
N 3.792983 2.752689 0.483543
C 2.696143 2.865072 1.459510
C 1.476089 3.293219 0.622671
C 0.044213 3.532025 1.278516
C -0.852528 2.239614 0.871154
C -0.199461 0.831541 0.608756
C -1.066632 -0.414940 0.199415
C -2.618588 -0.232184 0.027412
C -3.302169 1.157849 0.294070
C -2.411698 2.380567 0.729884
C -3.152641 3.787174 1.028180
N 1.947810 3.414129 -0.742799
C 0.978307 3.858755 -1.756591
C 0.879029 5.340653 -2.290952
C -0.208746 5.592598 -3.351598
N -1.178222 4.727473 -3.916779
C -1.132330 3.380220 -3.469412
C -0.080814 2.933869 -2.438894
C 3.344316 3.070776 -0.841707
C 4.224661 3.045832 -2.149364
C 4.596034 4.378637 -2.912232
C 5.493476 4.082875 -4.154624
C 5.941967 2.688698 -4.633980
N 5.577502 1.523554 -3.908265
C 4.795239 1.746871 -2.750973
H 4.771838 0.887418 3.579951
H 6.608919 0.681596 3.396787
H 5.494960 -0.868524 3.339514
H 6.424714 0.009218 1.031956
H 4.510923 -0.149013 1.055635
H 7.776777 2.571089 0.479684
H 6.827032 1.692358 -0.840664
H 6.692119 3.577159 -0.657078
H 2.775550 2.672191 2.575169
H -0.429137 4.465757 0.794862
H 0.120600 3.614532 2.413859
H 0.931261 0.647229 0.714339
H -0.561334 -1.435536 0.024568
H -3.300732 -1.104867 -0.293493
H -4.437002 1.313011 0.170818
H -4.003961 3.592756 1.784660
H -3.532210 4.223760 0.044118
H -2.448292 4.529195 1.545541
H 1.596692 6.151679 -1.904895
H -0.236965 6.675114 -3.752939
H -1.898081 2.643407 -3.904244
H -0.076393 1.822006 -2.139980
H 4.255353 5.411899 -2.587190
H 5.821432 4.984567 -4.789202
H 6.603584 2.627107 -5.572282
H 4.537283 0.792946 -2.151511
C 4.099552 -3.906471 4.947037
C 3.106695 -3.491895 3.872335
C 1.794784 -4.248424 4.008497
O 3.668975 -3.744270 2.585184
H 4.336924 -4.972226 4.869069
H 5.041514 -3.363395 4.829985
H 3.704346 -3.709418 5.946830
H 2.919434 -2.416188 3.940179
H 1.952266 -5.326046 3.898042
H 1.095537 -3.948908 3.223086
H 1.330191 -4.061561 4.980001
H 3.838544 -4.693422 2.515125
C -6.985201 -2.823567 -3.233976
C -6.476768 -2.373114 -1.873918
C -6.604446 -0.867289 -1.705669
O -5.107571 -2.752629 -1.729797
H -6.405104 -2.362556 -4.040150
H -6.876628 -3.905790 -3.345253
H -8.037800 -2.562138 -3.368165
H -7.039171 -2.879909 -1.085111
H -6.011032 -0.338348 -2.458938
H -6.224499 -0.556696 -0.728045
H -7.645570 -0.547057 -1.793872
H -4.600756 -2.309405 -2.423758
C -4.361147 -6.183836 0.899320
C -5.674507 -5.582709 1.374667
C -6.729613 -5.623739 0.281539
O -5.459520 -4.230566 1.774689
H -3.960904 -5.623356 0.048084
H -3.608635 -6.136887 1.691246
H -4.489768 -7.227456 0.600494
H -6.032219 -6.128730 2.251894
H -6.409669 -5.043603 -0.590082
H -7.664416 -5.177985 0.632909
H -6.929829 -6.650192 -0.036703
H -5.142334 -3.739405 1.003602

Cartesian forces (eV/Å) of the 3 atoms listed first:
C -0.2 0.3 -0.8
C 0.5 0.2 0.8
P 2.0 -0.2 1.1

As for the total energy: -2072.83379 hartree. The calculation puts the energy above the lowest of the compared OMol25 structures with the same formula, charge and spin at 323.7 kcal per mole. Its total charge is +1. Its HOMO-LUMO gap is 7.540 eV. For the HOMO energy, the calculation gives -0.402 hartree.

These are the Mulliken partial charges, in e, on atoms 1 to 8: number 1, C, carries -0.7936; number 2, C, carries -0.4868; number 3, P, carries -0.1535; number 4, C, carries -0.9513; number 5, N, carries 0.2767; number 6, C, carries -0.8655; number 7, C, carries 0.3494; number 8, C, carries -0.7028